(1)
C29H19F5N3O5S2Ti as an isolated structure at a distorted geometry. Source: the Open Molecules 2025 dataset; level of theory: ωB97M-V with the def2-TZVPD basis set.

```
! RIJCOSX wB97M-V def2-TZVPD def2/J DEFGRID3
* xyz 1 1
Ti -1.01 -0.20 -0.14
O -4.43 -2.65 -2.50
C -3.41 -2.07 -1.85
O -2.45 -1.52 -2.41
C -3.57 -2.11 -0.36
C -4.75 -2.65 0.22
C -4.83 -2.68 1.61
C -3.76 -2.20 2.40
C -2.61 -1.79 1.78
N -2.56 -1.62 0.40
C -1.39 -1.39 2.45
O -1.34 -1.60 3.77
O -0.44 -0.90 1.84
H -4.29 -2.52 -3.46
H -5.53 -3.07 -0.40
H -5.68 -3.11 2.13
H -4.00 -2.05 3.49
H -2.10 -2.11 4.06
C 2.73 2.18 -0.46
C 1.30 1.77 -0.17
N 0.96 0.45 -0.36
N 2.01 -0.32 -0.81
C 1.78 -1.62 -0.98
S 0.24 -2.38 -0.74
S 3.03 -2.53 -1.79
C 4.58 -1.80 -1.18
C 4.99 -2.26 0.18
C 5.86 -3.33 0.42
C 6.23 -3.65 1.75
C 5.64 -2.97 2.84
C 4.76 -1.93 2.60
C 4.45 -1.58 1.29
C 0.28 2.72 0.27
C 0.63 4.09 0.19
C -0.16 5.13 0.65
C -1.38 4.84 1.24
C -1.78 3.54 1.39
C -1.03 2.45 0.90
O -1.54 1.23 1.01
H 3.31 1.27 -0.66
H 2.81 2.83 -1.32
H 3.14 2.66 0.42
H 5.34 -2.12 -1.93
H 4.39 -0.73 -1.23
H 6.23 -3.96 -0.40
H 7.03 -4.37 1.94
H 5.84 -3.30 3.85
H 4.29 -1.40 3.44
H 3.80 -0.71 1.09
H 1.58 4.33 -0.28
H 0.17 6.14 0.53
H -2.07 5.62 1.56
H -2.72 3.26 1.89
F -3.87 1.32 -0.29
C -3.18 1.58 -1.43
C -1.94 0.97 -1.66
C -1.25 1.36 -2.79
F 0.01 0.91 -2.97
C -1.77 2.25 -3.74
F -1.09 2.60 -4.87
C -3.05 2.76 -3.50
F -3.69 3.46 -4.47
C -3.75 2.46 -2.34
F -4.96 3.04 -2.12
*
```

Values from the calculation:
M   696.5 g/mol
Maximum force   3.0 eV Å⁻¹
Energy above the lowest of the compared OMol25 structures with the same formula, charge and spin   0.00 kcal/mol
Orbital gap   5.38 eV


(2)
C29H20BaN6O10 as an isolated structure. Source: the Open Molecules 2025 dataset; level of theory: ωB97M-V with the def2-TZVPD basis set.

```
! RIJCOSX wB97M-V def2-TZVPD def2/J DEFGRID3
* xyz -2 1
Ba -0.50 -2.23 2.06
O -6.14 1.15 -1.48
C -6.19 0.38 -0.50
O -7.09 0.21 0.34
C -4.90 -0.45 -0.26
C -3.81 -0.34 -1.13
C -2.69 -1.11 -0.90
N -2.57 -1.97 0.12
C -3.62 -2.08 0.95
C -4.79 -1.34 0.79
C -3.49 -3.10 2.07
O -4.05 -4.18 1.91
O -2.77 -2.74 3.07
H -3.87 0.35 -1.95
H -1.83 -1.04 -1.56
H -5.62 -1.46 1.47
C -2.06 -5.55 -0.50
C -0.74 -5.77 0.14
N -0.12 -4.92 0.92
C 1.04 -5.52 1.33
C 1.14 -6.76 0.77
N 0.00 -6.90 0.02
C 2.14 -7.86 0.79
O 3.22 -7.66 1.48
O 1.90 -8.88 0.16
C 1.95 -4.85 2.32
O 3.07 -5.40 2.52
O 1.54 -3.81 2.87
H -2.81 -5.34 0.26
H -2.36 -6.43 -1.08
H -2.03 -4.68 -1.16
H -0.21 -7.74 -0.51
H 3.22 -6.71 1.94
C -0.92 7.74 -3.67
O -0.21 6.54 -3.85
C 0.71 6.20 -2.89
C 1.28 4.93 -3.01
C 2.20 4.50 -2.09
C 2.59 5.32 -1.02
C 2.05 6.59 -0.93
C 1.09 7.03 -1.85
N 3.66 4.94 -0.15
N 3.63 3.88 0.52
C 2.51 3.05 0.70
C 1.17 3.44 0.68
C 0.14 2.58 1.02
C 0.37 1.23 1.39
O -0.54 0.43 1.71
C 1.78 0.81 1.39
N 2.01 -0.49 1.71
C 3.24 -0.92 1.80
C 4.35 -0.09 1.56
C 4.14 1.22 1.21
C 2.82 1.71 1.10
H -1.65 7.79 -4.47
H -0.26 8.62 -3.73
H -1.44 7.76 -2.70
H 0.97 4.30 -3.83
H 2.63 3.51 -2.17
H 2.37 7.24 -0.13
H 0.67 8.02 -1.74
H 0.93 4.46 0.43
H -0.88 2.93 1.02
H 3.37 -1.96 2.07
H 5.35 -0.48 1.65
H 4.96 1.89 1.00
*
```

Values from the calculation:
M   749.8 g/mol
Maximum force   0.5 eV Å⁻¹
Energy above the lowest of the compared OMol25 structures with the same formula, charge and spin   0.00 kcal/mol
Orbital gap   6.68 eV


(3)
C29H20Co2NO6 as an isolated structure at a distorted geometry. Source: the Open Molecules 2025 dataset; level of theory: ωB97M-V with the def2-TZVPD basis set.

```
! RIJCOSX wB97M-V def2-TZVPD def2/J DEFGRID3
* xyz -1 1
O -1.65 1.13 -2.54
C -2.41 0.74 -1.75
Co -3.72 0.07 -0.76
C -4.62 -0.32 -2.23
O -5.20 -0.65 -3.18
C -4.01 -1.65 -0.60
O -4.20 -2.79 -0.55
C -3.21 0.07 1.11
C -2.03 0.74 1.41
C -0.80 0.44 1.95
C -0.11 1.34 2.85
C 0.73 0.76 3.85
C 1.30 1.57 4.83
C 1.02 2.95 4.88
C 0.20 3.52 3.90
C -0.29 2.73 2.85
Co -3.36 1.84 0.87
C -4.44 2.59 2.05
O -5.19 3.05 2.81
C -4.72 1.68 -0.50
O -5.64 2.26 -0.93
C -2.53 3.30 0.29
O -2.00 4.28 -0.02
H -3.68 -0.58 1.87
H -0.52 -0.61 2.02
H 0.84 -0.33 3.85
H 1.94 1.10 5.57
H 1.45 3.58 5.66
H -0.09 4.57 3.94
H -0.90 3.18 2.06
C 4.37 -2.48 -1.95
N 3.10 -1.89 -1.55
C 2.00 -2.73 -1.42
C 0.77 -2.20 -0.98
C 0.62 -0.74 -0.68
H 0.36 -0.49 0.41
C 1.76 0.09 -1.18
C 2.94 -0.51 -1.65
C 3.92 0.27 -2.30
C 3.71 1.64 -2.47
C 2.57 2.25 -1.93
C 1.61 1.48 -1.26
C -0.36 -3.03 -0.97
C -0.30 -4.34 -1.46
C 0.93 -4.86 -1.88
C 2.07 -4.07 -1.83
H 5.19 -1.80 -1.71
H 4.53 -3.41 -1.41
H 4.40 -2.69 -3.03
H -0.29 -0.40 -1.19
H 4.82 -0.20 -2.70
H 4.46 2.22 -3.01
H 2.42 3.32 -2.06
H 0.73 1.94 -0.82
H -1.31 -2.63 -0.60
H -1.21 -4.94 -1.53
H 0.99 -5.89 -2.23
H 3.02 -4.49 -2.14
*
```

Values from the calculation:
M   596.3 g/mol
Maximum force   4.4 eV Å⁻¹
Energy above the lowest of the compared OMol25 structures with the same formula, charge and spin   0.00 kcal/mol
Orbital gap   6.53 eV


(4)
C29H20Co2O11S2 as an isolated structure at a distorted geometry. Source: the Open Molecules 2025 dataset; level of theory: ωB97M-V with the def2-TZVPD basis set.

```
! RIJCOSX wB97M-V def2-TZVPD def2/J DEFGRID3
* xyz -2 1
C 1.98 -1.36 1.10
O 1.36 -0.14 0.53
C 0.04 0.14 0.61
S -0.08 2.05 0.61
C 1.66 2.47 0.48
C 2.46 2.51 1.62
C 3.82 2.81 1.49
C 4.36 3.08 0.23
C 3.55 3.02 -0.91
C 2.19 2.73 -0.78
O -0.75 2.55 -0.57
O -0.49 2.60 1.90
S -0.56 -0.22 2.69
C -1.43 0.94 3.82
C -0.71 1.49 4.88
C -1.37 2.35 5.76
C -2.73 2.62 5.57
C -3.43 2.06 4.50
C -2.77 1.20 3.61
O -1.27 -1.49 2.79
O 0.78 -0.16 3.28
H 1.23 -2.09 1.42
H 2.59 -1.77 0.29
H 2.59 -1.04 1.95
H 2.04 2.31 2.61
H 4.46 2.82 2.38
H 5.42 3.33 0.12
H 3.97 3.20 -1.90
H 1.54 2.72 -1.65
H 0.34 1.27 4.99
H -0.80 2.78 6.58
H -3.24 3.29 6.26
H -4.49 2.29 4.33
H -3.27 0.75 2.75
O -2.02 0.23 -7.57
C -1.80 0.11 -6.44
Co -1.51 -0.16 -4.71
C -3.08 0.48 -4.29
O -4.15 0.87 -4.06
C -1.84 -1.89 -4.56
O -2.09 -3.02 -4.47
C -0.78 0.52 -2.80
C -0.38 -0.22 -1.76
C -0.80 -0.62 -0.40
C -0.76 -2.18 -0.23
C -1.77 -2.89 0.43
C -1.68 -4.28 0.56
C -0.65 -4.99 -0.04
C 0.33 -4.30 -0.76
C 0.27 -2.90 -0.82
Co 0.59 -0.52 -3.28
C 0.57 -0.41 -5.12
O 1.21 -0.41 -6.10
C 0.88 -2.24 -3.68
O 1.15 -3.31 -4.03
C 2.24 -0.05 -2.92
O 3.35 0.21 -2.72
H -0.99 1.59 -2.75
H -1.85 -0.30 -0.25
H -2.63 -2.35 0.83
H -2.43 -4.81 1.14
H -0.57 -6.07 0.07
H 1.16 -4.81 -1.25
H 1.08 -2.35 -1.33
*
```

Values from the calculation:
M   726.5 g/mol
Maximum force   5.5 eV Å⁻¹
Energy above the lowest of the compared OMol25 structures with the same formula, charge and spin   44.39 kcal/mol
Orbital gap   3.69 eV


(5)
C29H20N8O8RuS as an isolated structure at a distorted geometry. Source: the Open Molecules 2025 dataset; level of theory: ωB97M-V with the def2-TZVPD basis set.

```
! RIJCOSX wB97M-V def2-TZVPD def2/J DEFGRID3
* xyz -1 2
Ru 0.21 -0.19 0.25
O -0.27 2.52 -2.75
C -0.26 1.61 -1.95
N 0.59 1.40 -0.90
C 1.76 2.10 -0.66
O 2.28 2.93 -1.34
C 2.35 1.67 0.68
C 3.65 1.97 1.01
C 4.13 1.54 2.24
C 3.28 0.87 3.10
C 1.98 0.60 2.68
N 1.53 0.99 1.49
C -1.32 0.51 -2.03
C -2.40 0.64 -2.87
C -3.36 -0.36 -2.89
C -3.20 -1.46 -2.07
C -2.09 -1.54 -1.25
N -1.17 -0.56 -1.23
H 4.27 2.48 0.29
H 5.16 1.71 2.52
H 3.62 0.51 4.06
H 1.29 0.05 3.30
H -2.45 1.53 -3.49
H -4.23 -0.28 -3.53
H -3.92 -2.27 -2.06
H -1.90 -2.39 -0.61
N 1.23 -3.06 7.54
C 0.69 -3.01 6.26
C 1.53 -2.91 5.14
C 1.00 -2.93 3.86
C -0.38 -3.05 3.70
C -1.22 -3.14 4.79
C -0.69 -3.13 6.07
S -1.05 -2.96 2.08
O -2.44 -3.32 2.15
O -0.21 -3.68 1.18
N -0.93 -1.37 1.65
C -1.82 -0.45 2.04
N -2.73 -0.58 3.02
C -3.56 0.44 3.17
C -3.53 1.59 2.39
C -2.52 1.67 1.46
N -1.66 0.67 1.28
H 2.16 -2.68 7.64
H 0.61 -2.82 8.29
H 2.60 -2.82 5.28
H 1.64 -2.84 2.99
H -2.29 -3.21 4.63
H -1.34 -3.20 6.93
H -4.30 0.32 3.96
H -4.23 2.40 2.53
H -2.38 2.54 0.83
O 6.31 -1.52 -3.25
C 5.38 -0.81 -3.68
O 5.30 -0.07 -4.69
C 4.11 -0.85 -2.82
C 2.87 -0.51 -3.36
C 1.74 -0.58 -2.58
N 1.76 -0.95 -1.29
C 2.95 -1.26 -0.76
C 4.13 -1.24 -1.49
C 2.91 -1.64 0.69
O 3.93 -1.95 1.30
O 1.73 -1.60 1.16
H 2.82 -0.18 -4.39
H 0.77 -0.35 -3.00
H 5.06 -1.53 -1.01
*
```

Values from the calculation:
Expectation value of S²   0.755
M   741.7 g/mol
Maximum force   1.5 eV Å⁻¹
Energy above the lowest of the compared OMol25 structures with the same formula, charge and spin   39.22 kcal/mol
Orbital gap (alpha / beta)   6.55 / 6.45 eV


(6)
C29H22AsCl3GeN5O8S2V as an isolated structure at a distorted geometry. Source: the Open Molecules 2025 dataset; level of theory: ωB97M-V with the def2-TZVPD basis set.

```
! RIJCOSX wB97M-V def2-TZVPD def2/J DEFGRID3
* xyz -2 3
V -0.34 0.74 0.35
O 0.14 4.62 -0.68
C -0.26 3.51 -0.31
N 0.45 2.45 0.12
C 1.79 2.43 0.39
C 2.78 3.23 -0.18
C 4.11 3.00 0.15
C 4.44 1.99 1.05
C 3.46 1.21 1.65
C 2.13 1.42 1.33
N 1.01 0.74 1.77
C 0.99 -0.07 2.84
O 1.95 -0.40 3.54
C -0.41 -0.48 3.20
C -0.71 -1.75 3.68
C -2.03 -2.06 3.96
C -2.99 -1.07 3.81
C -2.58 0.18 3.37
N -1.33 0.47 3.04
C -1.69 3.14 -0.19
C -2.72 3.89 -0.75
C -4.02 3.45 -0.63
C -4.23 2.24 0.05
C -3.15 1.56 0.57
N -1.89 1.98 0.47
H 2.50 3.99 -0.89
H 4.89 3.59 -0.30
H 5.48 1.80 1.27
H 3.73 0.43 2.34
H 0.08 -2.48 3.79
H -2.32 -3.05 4.29
H -4.03 -1.27 4.01
H -3.30 0.98 3.27
H -2.45 4.80 -1.27
H -4.84 4.00 -1.06
H -5.22 1.82 0.16
H -3.31 0.60 1.04
O 2.02 1.07 -2.71
As 0.96 -0.35 -2.19
O 1.94 -1.57 -2.64
O 0.92 -0.03 -0.57
C -0.47 0.20 -3.38
C -0.18 0.39 -4.72
C -1.14 0.90 -5.58
C -2.40 1.21 -5.09
C -2.71 1.01 -3.76
C -1.73 0.51 -2.89
S -1.87 -1.25 -0.83
O -2.02 0.39 -1.59
O -0.76 -1.80 -1.62
O -1.47 -0.79 0.52
H 2.47 1.41 -1.93
H 0.83 0.16 -5.05
H -0.90 1.07 -6.62
H -3.15 1.62 -5.75
H -3.68 1.24 -3.35
S 0.59 -2.89 0.97
C 2.18 -3.31 0.83
N 2.91 -2.92 -0.27
C 4.21 -3.19 -0.42
C 4.89 -3.91 0.51
C 4.19 -4.39 1.64
C 2.87 -4.10 1.79
H 2.41 -2.39 -1.01
H 4.67 -2.81 -1.32
H 5.95 -4.10 0.40
H 4.71 -5.00 2.37
H 2.30 -4.44 2.64
Cl -4.02 -4.71 2.15
Ge -2.75 -3.22 0.79
Cl -4.46 -1.61 0.67
Cl -3.40 -4.07 -1.27
*
```

Values from the calculation:
Expectation value of S²   2.014
M   937.5 g/mol
Maximum force   3.5 eV Å⁻¹
Energy above the lowest of the compared OMol25 structures with the same formula, charge and spin   0.00 kcal/mol
Orbital gap (alpha / beta)   6.32 / 6.77 eV


(7)
C29H22BF10N3O7PTi as an isolated structure. Source: the Open Molecules 2025 dataset; level of theory: ωB97M-V with the def2-TZVPD basis set.

```
! RIJCOSX wB97M-V def2-TZVPD def2/J DEFGRID3
* xyz -1 1
Ti -1.04 -1.06 -0.62
O 2.74 5.55 -3.13
C 1.33 5.35 -3.18
C 0.89 4.45 -2.06
C -0.36 4.59 -1.49
C -0.77 3.66 -0.54
N -0.01 2.65 -0.15
C 1.21 2.53 -0.68
C 1.70 3.41 -1.63
C 2.04 1.39 -0.22
C 3.40 1.61 0.00
C 4.21 0.59 0.46
C 5.69 0.76 0.65
O 6.41 0.38 -0.52
C 3.61 -0.64 0.68
C 2.26 -0.79 0.44
N 1.47 0.19 -0.01
H 3.04 5.84 -3.99
H 1.04 4.86 -4.12
H 0.80 6.30 -3.12
H -1.03 5.38 -1.79
H -1.76 3.71 -0.10
H 2.67 3.26 -2.07
H 3.81 2.60 -0.17
H 6.02 0.17 1.51
H 5.93 1.81 0.83
H 5.98 -0.38 -0.91
H 4.18 -1.49 1.05
H 1.79 -1.75 0.58
O -7.02 -1.82 -0.14
C -5.85 -1.65 -0.27
C -5.08 -0.34 -0.01
O -5.55 0.70 0.37
C -3.69 -0.69 -0.33
C -3.56 -1.99 -0.74
O -2.35 -2.38 -1.07
C -4.83 -2.71 -0.74
O -5.08 -3.86 -1.00
O -2.59 0.02 -0.30
F -0.44 0.29 -1.96
P -1.36 0.85 -3.53
F -0.40 -0.16 -4.28
F -2.13 1.30 -4.83
F -2.35 -0.36 -3.18
F -2.20 1.78 -2.56
F -0.24 1.98 -3.63
C 0.87 -5.05 2.64
C -0.07 -5.08 1.62
C -0.66 -3.91 1.17
C -0.30 -2.69 1.73
C 0.65 -2.66 2.76
C 1.22 -3.84 3.21
N -0.87 -1.46 1.27
C -1.33 -0.60 2.30
C -2.04 -1.13 3.39
C -2.54 -0.30 4.37
C -2.36 1.08 4.28
C -1.66 1.60 3.21
C -1.14 0.77 2.22
H 1.33 -5.97 2.99
H -0.35 -6.03 1.17
H -1.39 -3.94 0.37
H 0.92 -1.71 3.19
H 1.96 -3.80 4.00
H -2.19 -2.20 3.45
H -3.10 -0.72 5.19
H -2.77 1.73 5.04
H -1.51 2.67 3.12
H -0.60 1.20 1.39
F 0.37 -2.36 -1.05
B 1.15 -2.81 -2.45
F 0.14 -2.87 -3.34
F 2.04 -1.79 -2.62
F 1.71 -3.99 -2.09
*
```

Values from the calculation:
M   804.1 g/mol
Maximum force   0.9 eV Å⁻¹
Energy above the lowest of the compared OMol25 structures with the same formula, charge and spin   9.87 kcal/mol
Orbital gap   7.12 eV